This record from the OMol25 dataset describes a molecular structure, BCaCl2F4O4S in a non-equilibrium geometry. The level of theory is ωB97M-V with the def2-TZVPD basis set.

Last column: Mulliken charge in e.
Atoms and positions in Å:
O 2.52086 3.33376 -0.55434  -0.7809
F 1.71353 -3.81911 -0.89622  -0.3865
O 4.59650 3.69405 -1.37279  -0.7851
B 0.66017 -2.96196 -0.68952  0.5297
Ca 3.93618 -0.04252 -1.48282  1.7201
F 1.00081 -2.03431 0.23642  -0.3666
S 3.46528 4.43832 -0.79038  1.1390
F -0.44236 -3.68296 -0.35296  -0.3892
F 0.49787 -2.30735 -1.87125  -0.3802
O 3.92603 5.00718 0.43820  -0.7009
O 2.90481 5.34630 -1.77891  -0.7257
Cl 5.39661 -1.84523 -5.34885  -0.9467
Cl 6.91190 -1.65303 1.19099  -0.9271

Summary:
2S+1: 1
Max |F|: 3.33 eV/Å
HOMO-LUMO gap: 4.01 eV
HOMO level: 0.7 eV
Total charge: -3

***

This record from the OMol25 dataset describes 10 unconnected molecules or ions with the total composition BF4H18O9 in a non-equilibrium geometry. The level of theory is ωB97M-V with the def2-TZVPD basis set.

Last column: Mulliken charge in e.
Atoms and positions in Å:
O -25.63700 11.92200 -12.85100  -0.7703
H -26.57800 11.70200 -14.30300  0.4128
O -27.81400 11.98700 -10.69800  -0.7633
H -27.86300 12.61700 -9.95000  0.3353
O -24.43400 14.98700 -12.68500  -0.6927
F -29.18300 13.67200 -14.12600  -0.3946
F -27.08500 14.52300 -14.61800  -0.2755
H -29.30000 15.35600 -11.30400  0.2844
O -29.05900 14.94700 -10.48500  -0.6101
O -24.41100 14.11100 -15.45300  -0.6352
H -27.98500 12.15900 -14.80000  0.3764
H -25.31200 14.23200 -15.13400  0.4181
H -25.67200 14.98700 -11.40000  0.4547
F -27.50700 13.73500 -12.66800  -0.1092
H -28.98300 11.79300 -11.84000  0.4066
H -29.65400 12.36500 -13.06600  0.3828
H -25.34400 16.95100 -15.40400  0.2946
F -28.35200 15.71400 -13.28100  -0.4183
H -26.47800 16.54900 -14.55700  0.2864
H -26.98200 14.94700 -10.72400  0.3338
O -26.05500 14.95800 -10.53200  -0.7398
H -24.90700 11.81100 -12.22100  0.2898
H -27.29900 12.44500 -11.32800  0.4690
H -24.51900 14.13100 -16.41100  0.2761
O -27.25900 11.51500 -14.91700  -0.6992
H -23.75500 15.52700 -12.31700  0.2771
B -28.10200 14.43800 -13.69400  0.3819
H -25.67800 12.85300 -13.03300  0.2166
O -29.66800 11.59300 -12.48500  -0.7635
H -28.84500 15.66100 -9.89000  0.2792
H -24.90800 15.55500 -13.35400  0.3588
O -25.54100 16.73500 -14.49600  -0.6628

Summary:
2S+1: 1
Max |F|: 2.73 eV/Å
HOMO-LUMO gap: 9.05 eV
HOMO level: -6.3 eV
Energy relative to the best compared isomer or geometry (same formula, charge and spin): 63.3 kJ/mol
Total charge: -1

***

This record from the OMol25 dataset describes 11 unconnected molecules or ions with the total composition BF4H20O10 in a non-equilibrium geometry. The level of theory is ωB97M-V with the def2-TZVPD basis set.

Last column: Mulliken charge in e.
Atoms and positions in Å:
O 2.02876 -4.76317 -0.53035  -0.6391
O -1.94196 2.02585 -1.79853  -0.6417
H -3.53508 0.89898 -0.32954  0.3121
H -1.26919 2.13598 0.93937  0.3472
O 0.74086 2.36128 -0.68865  -0.7366
H -0.35350 1.63889 3.66691  0.2701
F -1.82418 -0.95737 -1.38637  -0.3133
O 1.93342 1.08920 1.43727  -0.7050
H 2.05355 1.11149 -1.90900  0.3602
O 2.59670 -2.16784 -1.24911  -0.6779
H -2.02061 1.17225 -2.28170  0.3116
H 2.83080 -2.31251 -2.15749  0.2956
H 1.31001 1.95551 -0.01786  0.4496
H 1.13403 1.26510 1.91626  0.4357
O -0.12739 0.92850 3.07809  -0.5953
O -1.79454 2.72110 1.41498  -0.6325
H -0.05610 -2.29929 2.39243  0.2320
H 1.31827 -5.02265 -1.15915  0.2974
O 2.94616 1.20216 -2.17211  -0.6368
F -0.17730 -2.18588 -0.54876  -0.4744
H 2.06319 -3.82825 -0.55671  0.3764
H -2.16265 2.22116 2.15687  0.2543
O -4.20662 1.57794 -0.39026  -0.6932
H 1.69004 -1.84187 -1.34576  0.3435
H 0.17034 1.64130 -0.92234  0.3702
B -0.67952 -0.92119 -0.70917  0.6772
H -4.49778 1.68341 0.51151  0.3016
H 2.55872 1.82610 1.51935  0.2883
H -0.83086 0.31182 3.25515  0.2527
F 0.20717 -0.10729 -1.37941  -0.4350
H 3.03997 0.65681 -2.94685  0.2710
O 0.42859 -2.87007 1.82502  -0.6551
H -0.00142 -2.72198 1.00333  0.4345
H -2.66744 2.02873 -1.18988  0.3472
F -0.90444 -0.45419 0.55248  -0.3925

Summary:
2S+1: 1
Max |F|: 3.34 eV/Å
HOMO-LUMO gap: 9.39 eV
HOMO level: -7.2 eV
Energy relative to the best compared isomer or geometry (same formula, charge and spin): 175.9 kJ/mol
Total charge: -1

***

This record from the OMol25 dataset describes 11 unconnected molecules or ions with the total composition BF4H20O10 in a non-equilibrium geometry. The level of theory is ωB97M-V with the def2-TZVPD basis set.

Last column: Mulliken charge in e.
Atoms and positions in Å:
H -1.59959 2.95289 0.42767  0.3728
H 0.82508 0.47575 -1.15865  0.1807
F -0.53309 1.18720 0.68854  -0.3116
O 2.38661 1.62815 0.69523  -0.6490
O 2.92199 -1.39393 0.41912  -0.6379
H 1.92646 3.49914 -1.27943  0.2712
B -0.61322 -0.19146 1.00197  0.4840
F -0.09303 -0.88412 -0.04109  -0.1760
O -3.99680 1.50606 -0.83283  -0.6939
O 1.38081 3.95479 -0.66069  -0.6137
H -1.87032 -0.76084 -1.05827  0.3675
H 0.96070 -3.07450 -0.37941  0.2930
H 2.87724 -2.08566 -0.20752  0.3305
O 0.96468 -2.99023 -1.28879  -0.7031
H 1.59846 1.61623 1.20164  0.3183
H 2.58562 0.81395 0.24745  0.2617
H 2.44651 -1.76311 1.14491  0.3316
F -1.85579 -0.70522 1.23183  -0.3542
H -3.42059 -2.76642 -0.20285  0.2979
O -2.49675 -2.92488 -0.21511  -0.6506
H 0.21653 -2.39993 -1.43229  0.3354
H -2.15709 -2.26478 0.45463  0.3918
H 1.95463 -1.67307 3.18538  0.3211
H -3.76373 0.62872 -0.59594  0.3785
H -3.16928 1.91772 -0.70147  0.3994
H -1.16867 2.43029 -0.86973  0.3697
H -2.18360 0.49198 -1.93651  0.3131
H 1.46476 3.34370 0.10319  0.3677
O -1.66310 3.16126 -0.47980  -0.7621
O 2.33837 -2.45310 2.81106  -0.6865
H 3.21151 -2.62005 3.21890  0.2987
H 1.71756 1.41981 -1.85863  0.2658
F 0.15265 -0.33341 2.08949  -0.3058
O 1.12342 0.68100 -2.04034  -0.6297
O -2.46890 -0.42394 -1.68166  -0.7765

Summary:
2S+1: 1
Max |F|: 3.01 eV/Å
HOMO-LUMO gap: 10.17 eV
HOMO level: -7.6 eV
Energy relative to the best compared isomer or geometry (same formula, charge and spin): 136.8 kJ/mol
Total charge: -1